13 unconnected molecules or ions with the total composition C17H57N24O16, computed with wB97M-V/def2-TZVPD.

For the LUMO energy, the calculation gives 1.76 eV. The value obtained for the gap between HOMO and LUMO is 6.3831 eV. As for the total energy: -87090.9481 eV. The calculation puts the highest occupied orbital energy at -0.1700 hartree. The spin multiplicity is 1. The value obtained for the largest force on an atom is 0.82 eV/Å. As for the molecular weight: 853.8 g/mol. The charge is -1.

Last column: Mulliken charge in e.
Atoms and positions in Å:
1 C -3.0504 4.3556 3.8954  -0.974
2 C -3.5717 4.9872 2.5920  0.125
3 O -4.7916 4.4752 2.0925  -0.528
4 C -4.8139 3.0871 1.7775  -0.373
5 C -3.6784 2.5669 0.9047  0.228
6 O -2.7966 1.7642 1.6930  -0.283
7 C -1.7105 1.2304 1.0025  0.716
8 O -0.7937 0.7968 1.7100  -0.762
9 O -1.7762 1.2319 -0.2563  -0.926
10 H -3.5181 3.4079 4.1439  0.331
11 H -1.9675 4.2837 3.8524  0.213
12 H -3.2631 5.0409 4.7217  0.357
13 H -2.7890 5.0008 1.8299  -0.035
14 H -3.7802 6.0396 2.8013  0.376
15 H -4.8862 2.4622 2.6748  0.239
16 H -5.7413 2.9331 1.2264  0.139
17 H -3.1290 3.3495 0.3854  -0.062
18 H -4.1180 1.9315 0.1323  0.309
19 C -1.4703 -2.4595 -1.7118  0.704
20 O -1.7231 -3.4415 -2.4252  -0.753
21 N -0.5051 -2.4833 -0.7430  -0.260
22 N -2.1068 -1.2843 -1.8126  -0.243
23 H -0.3057 -1.6858 -0.1584  0.148
24 H 0.0045 -3.3319 -0.6065  0.114
25 H -2.8348 -1.1866 -2.4938  0.178
26 H -1.8666 -0.5050 -1.2122  0.190
27 C 0.7819 -6.9367 -2.7246  0.699
28 O 1.1910 -7.9881 -3.2128  -0.832
29 N -0.1143 -6.1315 -3.3500  -0.276
30 N 1.2164 -6.5081 -1.5067  -0.183
31 H -0.4613 -5.2631 -2.9622  0.103
32 H -0.4529 -6.4309 -4.2455  0.180
33 H 1.8945 -7.0835 -1.0397  0.096
34 H 0.9127 -5.6550 -1.0778  0.169
35 C -1.8510 5.5810 -1.6819  0.500
36 O -2.4296 5.1114 -0.7269  -0.540
37 N -0.6610 5.0738 -2.1273  -0.384
38 N -2.3419 6.6510 -2.3953  -0.416
39 H -0.1603 5.4348 -2.9154  0.146
40 H -0.2947 4.2816 -1.6279  0.247
41 H -3.2135 7.0381 -2.0883  0.215
42 H -1.8785 7.0489 -3.1885  0.149
43 C 0.4899 5.1916 5.7873  0.556
44 O 0.0203 4.3734 5.0267  -0.635
45 N 0.8417 6.4551 5.4047  -0.228
46 N 0.7142 4.9157 7.1214  -0.341
47 H 1.2106 7.1441 6.0305  0.137
48 H 0.6772 6.7109 4.4494  0.184
49 H 0.4677 3.9979 7.4401  0.216
50 H 1.0795 5.5814 7.7780  0.171
51 C 1.8239 -2.8397 -5.6646  0.613
52 O 2.1111 -1.8129 -6.2677  -0.725
53 N 0.9796 -2.8668 -4.6037  -0.215
54 N 2.3409 -4.0554 -6.0238  -0.311
55 H 0.7434 -3.7103 -4.1148  0.166
56 H 0.5721 -2.0019 -4.2971  0.103
57 H 2.9694 -4.0753 -6.8038  0.187
58 H 2.1236 -4.9082 -5.5429  0.155
59 C 4.6412 -9.2814 -3.4232  0.677
60 O 4.1569 -9.8365 -2.4376  -0.642
61 N 5.9718 -9.3741 -3.7145  -0.402
62 N 3.8942 -8.5411 -4.2735  -0.312
63 H 6.3948 -8.9260 -4.5039  0.151
64 H 6.5450 -9.9121 -3.0931  0.209
65 H 2.9101 -8.4362 -4.0619  0.272
66 H 4.2795 -8.0797 -5.0747  0.131
67 C 3.6759 7.8795 7.7863  0.684
68 O 2.6477 8.1855 8.3768  -0.643
69 N 3.6925 6.8978 6.8468  -0.345
70 N 4.8685 8.5030 8.0273  -0.411
71 H 4.5040 6.6136 6.3326  0.169
72 H 2.8159 6.4433 6.6715  0.079
73 H 4.8746 9.2311 8.7158  0.232
74 H 5.7196 8.2681 7.5544  0.157
75 C 1.5078 -0.2448 -10.0563  0.574
76 O 2.2359 0.0118 -11.0040  -0.665
77 N 1.9643 -0.7288 -8.8726  -0.246
78 N 0.1481 -0.0596 -10.1208  -0.367
79 H 1.3842 -0.9461 -8.0821  0.203
80 H 2.9510 -0.8747 -8.7808  0.158
81 H -0.2255 0.2972 -10.9787  0.200
82 H -0.4719 -0.2590 -9.3595  0.175
83 C -8.3647 2.7008 -0.5085  0.580
84 O -7.3172 2.4012 0.0237  -0.600
85 N -9.3923 1.8060 -0.6741  -0.432
86 N -8.6038 3.9627 -0.9865  -0.371
87 H -10.2638 2.0350 -1.1105  0.147
88 H -9.2429 0.8751 -0.3337  0.220
89 H -7.8672 4.6349 -0.8741  0.234
90 H -9.4585 4.2378 -1.4293  0.158
91 C 4.8351 -6.5475 0.1920  0.636
92 O 5.6789 -6.1251 -0.5784  -0.659
93 N 4.4457 -5.8506 1.3055  -0.385
94 N 4.2081 -7.7483 0.0061  -0.237
95 H 3.7555 -6.1799 1.9530  0.174
96 H 4.8841 -4.9637 1.4674  0.221
97 H 4.4686 -8.2863 -0.8051  -0.025
98 H 3.5144 -8.1178 0.6305  0.203
99 C 2.9598 -11.5721 0.9947  0.548
100 O 2.5134 -12.1240 1.9863  -0.674
101 N 4.2838 -11.6219 0.6492  -0.304
102 N 2.1911 -10.8492 0.1290  -0.285
103 H 4.6505 -11.1728 -0.1723  0.206
104 H 4.8969 -12.1386 1.2496  0.181
105 H 1.2098 -10.7749 0.3186  0.172
106 H 2.5768 -10.3976 -0.6821  0.184
107 C -1.3862 9.5722 5.9960  0.625
108 O -1.1059 8.5636 5.3791  -0.582
109 N -2.2193 10.5352 5.4875  -0.426
110 N -0.8917 9.8296 7.2478  -0.345
111 H -2.4656 11.3725 5.9783  0.147
112 H -2.5998 10.3711 4.5745  0.227
113 H -0.2722 9.1487 7.6493  0.199
114 H -1.1110 10.6549 7.7706  0.155



14 unconnected molecules or ions with the total composition C17H58F3O15 in a non-equilibrium geometry, computed with wB97M-V/def2-TZVPD.

For the LUMO energy, the calculation gives 2.04 eV. The value obtained for the gap between HOMO and LUMO is 6.6491 eV. As for the total energy: -57429.8932 eV. The calculation puts the highest occupied orbital energy at -0.1695 hartree. The spin multiplicity is 1. The value obtained for the largest force on an atom is 2.58 eV/Å. As for the molecular weight: 559.6 g/mol. As for the energy above the lowest of the compared OMol25 structures with the same formula, charge and spin: 0.000 eV. The charge is -1.

Last column: Mulliken charge in e.
Atoms and positions in Å:
1 C -0.2616 -0.5609 -1.6239  -0.489
2 O -1.4148 -0.2277 -0.8141  0.844
3 O -0.6004 -0.5487 -2.8934  -0.940
4 C 0.8648 0.4414 -1.3154  0.768
5 F 1.0041 0.7366 0.0250  -0.126
6 F 2.0839 0.0658 -1.7619  -0.033
7 F 0.6062 1.6591 -1.8853  -0.119
8 C -1.4153 -0.6675 0.5212  0.206
9 C -2.7703 -0.3667 1.1354  -0.788
10 H -2.7958 -0.8112 2.1314  0.017
11 H -2.9628 0.7008 1.2618  0.146
12 H -3.5641 -0.7833 0.5136  0.276
13 H -0.6292 -0.1661 1.1006  -0.540
14 H -1.2435 -1.7484 0.6300  0.244
15 H 0.0901 -1.5692 -1.3168  -0.218
16 C 1.9305 -0.0403 2.9432  -0.021
17 O 2.2812 -1.4140 2.8173  -0.494
18 H 2.5327 0.5913 2.2879  0.060
19 H 0.8920 0.1196 2.6607  -0.149
20 H 2.0146 0.2373 3.9977  0.381
21 H 3.1879 -1.5266 3.1080  0.254
22 C 4.2836 1.8211 -3.6984  -0.109
23 O 5.1075 2.1090 -4.8254  -0.580
24 H 4.8745 1.6797 -2.7888  0.123
25 H 3.4978 2.5649 -3.5972  0.191
26 H 3.7425 0.8857 -3.8836  0.069
27 H 5.7755 1.4215 -4.8724  0.299
28 C -2.3273 2.2975 5.0693  -0.790
29 O -2.3997 1.5424 3.8693  -0.236
30 H -2.5185 3.3652 4.9489  0.312
31 H -3.0866 1.8993 5.7512  0.219
32 H -1.3783 2.1012 5.5830  0.286
33 H -1.9130 2.0550 3.2049  0.263
34 C -1.7195 3.1374 0.4310  -0.604
35 O -1.5210 3.5441 1.7878  -0.556
36 H -1.3727 3.9091 -0.2683  0.397
37 H -1.1153 2.2668 0.1860  0.037
38 H -2.7768 2.9677 0.2207  0.383
39 H -2.0820 4.3103 1.9322  0.292
40 C -3.2040 -3.3290 -1.9061  -0.305
41 O -2.9007 -3.4741 -3.2918  -0.505
42 H -4.1646 -3.8103 -1.6586  0.373
43 H -2.4285 -3.8520 -1.3296  0.205
44 H -3.3141 -2.3059 -1.5637  0.021
45 H -2.8224 -4.4250 -3.4080  0.297
46 C -5.1350 -0.0513 3.8221  0.306
47 O -6.5506 -0.1437 3.6080  -0.573
48 H -4.9130 0.7768 4.4969  0.209
49 H -4.8202 -1.0109 4.2291  -0.006
50 H -4.5877 0.0896 2.8934  -0.237
51 H -6.7738 0.5365 2.9664  0.311
52 C -0.4211 3.2190 -4.0731  -0.340
53 O -1.0978 1.9746 -4.1046  -0.594
54 H -0.4613 3.6132 -3.0489  0.018
55 H 0.6283 3.0985 -4.3726  0.137
56 H -0.9225 3.8803 -4.7787  0.259
57 H -0.6517 1.3322 -3.5074  0.412
58 C 2.1062 -3.0035 0.0566  0.145
59 O 2.1219 -3.9239 -1.0528  -0.581
60 H 1.0873 -2.7978 0.3813  0.091
61 H 2.7045 -3.4949 0.8259  0.449
62 H 2.5643 -2.0687 -0.2549  -0.359
63 H 1.6313 -4.7166 -0.8346  0.266
64 C -2.6291 -3.0742 4.4189  -0.433
65 O -1.9072 -3.6518 3.3344  -0.469
66 H -2.2215 -3.5001 5.3398  0.343
67 H -2.5828 -1.9852 4.4991  0.061
68 H -3.6737 -3.3463 4.2946  0.217
69 H -0.9933 -3.3581 3.3992  0.261
70 C 5.1269 -0.6867 0.0169  -0.009
71 O 6.4239 -0.1157 0.1171  -0.545
72 H 4.5980 -0.1526 -0.7735  -0.264
73 H 5.1656 -1.7392 -0.2719  0.398
74 H 4.5529 -0.5351 0.9358  0.122
75 H 7.0172 -0.7156 0.5721  0.293
76 C 4.2048 -1.9306 -3.5461  0.142
77 O 3.4222 -3.1260 -3.4508  -0.579
78 H 5.1434 -2.0793 -2.9956  0.237
79 H 4.4388 -1.7480 -4.5921  0.341
80 H 3.6265 -1.1399 -3.0675  -0.438
81 H 3.0782 -3.1207 -2.5435  0.287
82 C -4.5877 1.0515 -1.9462  -0.464
83 O -3.8474 0.0102 -2.5766  -0.526
84 H -4.9322 0.7638 -0.9496  0.155
85 H -3.9649 1.9530 -1.9292  0.109
86 H -5.4322 1.2587 -2.6048  0.335
87 H -3.0712 -0.1245 -1.9968  0.193
88 C 3.4081 2.7824 -0.1895  -0.156
89 O 4.4156 3.1009 0.7636  -0.601
90 H 2.4147 3.0604 0.1606  0.214
91 H 3.6190 3.2863 -1.1331  0.351
92 H 3.3342 1.6985 -0.3016  -0.156
93 H 5.2776 3.0511 0.3486  0.311



11 unconnected molecules or ions with the total composition C17H59N13O11 in a non-equilibrium geometry, computed with wB97M-V/def2-TZVPD.

As for the SMILES: COC[C@H](C)N.COC[C@H](C)N.COC[C@H](C)N.NC(N)=O.NC(N)=O.NC(N)=O.NC(N)=O.NC(N)=O.O.O.O. For the LUMO energy, the calculation gives -0.03 eV. The value obtained for the gap between HOMO and LUMO is 8.6691 eV. As for the total energy: -60484.6637 eV. The calculation puts the highest occupied orbital energy at -0.3197 hartree. The spin multiplicity is 1. The value obtained for the largest force on an atom is 2.67 eV/Å. As for the molecular weight: 621.7 g/mol.

Last column: Mulliken charge in e.
Atoms and positions in Å:
1 C -1.0636 -1.1636 3.2731  -0.859
2 O -1.4615 -2.4409 2.8953  -0.058
3 C -1.6124 -3.3513 3.9456  -1.000
4 C -1.9422 -4.7681 3.4945  0.645
5 C -3.2501 -4.7561 2.6954  -1.409
6 N -2.1389 -5.6315 4.6685  -0.734
7 H -1.6974 -0.7877 4.0895  0.459
8 H -1.0417 -0.4498 2.4533  0.138
9 H -0.0469 -1.0836 3.6895  0.280
10 H -0.6226 -3.4324 4.4313  0.329
11 H -2.3235 -3.0398 4.7207  0.390
12 H -1.2310 -5.2695 2.8301  0.274
13 H -3.4005 -5.7022 2.1787  0.422
14 H -3.1681 -3.9553 1.9526  0.275
15 H -4.1220 -4.4247 3.2643  0.375
16 H -1.2554 -6.0522 4.9500  0.261
17 H -2.6698 -6.4510 4.3884  0.277
18 C -0.6113 -3.3956 -3.5228  -0.822
19 O -0.8328 -2.0361 -3.1911  -0.295
20 C -1.4937 -1.2763 -4.1830  -1.157
21 C -1.7604 0.1710 -3.8688  1.174
22 C -2.7487 0.8002 -4.8206  -1.793
23 N -0.4926 0.9675 -3.9124  -0.302
24 H -0.0301 -3.5693 -4.4270  0.291
25 H -1.5912 -3.8875 -3.5248  0.345
26 H -0.1071 -3.7992 -2.6446  0.198
27 H -0.9811 -1.3865 -5.1474  0.398
28 H -2.4974 -1.7229 -4.3077  0.471
29 H -2.1105 0.1659 -2.8352  -0.312
30 H -3.7367 0.4370 -4.5360  0.418
31 H -2.4740 0.6300 -5.8643  0.359
32 H -2.7253 1.8877 -4.7448  0.438
33 H -0.0716 0.9479 -4.8388  0.271
34 H 0.1665 0.4348 -3.3404  -0.041
35 C 3.2484 -0.6507 -2.6165  -0.451
36 O 3.1306 0.4073 -3.5597  -0.447
37 C 2.8693 1.6062 -2.8802  0.017
38 C 2.6945 2.7802 -3.8054  0.846
39 C 3.9385 3.0754 -4.6574  -1.393
40 N 2.1651 3.9503 -3.1623  -0.750
41 H 3.9467 -0.3025 -1.8466  0.368
42 H 3.7647 -1.4844 -3.0863  0.342
43 H 2.2986 -0.9084 -2.1472  -0.038
44 H 1.9362 1.5352 -2.3024  -0.358
45 H 3.6562 1.8438 -2.1500  0.505
46 H 1.9958 2.3520 -4.5559  -0.212
47 H 3.7842 3.9775 -5.2458  0.435
48 H 4.1281 2.2223 -5.3073  0.277
49 H 4.7909 3.1468 -3.9765  0.314
50 H 1.2921 3.7475 -2.6828  0.289
51 H 1.9674 4.6865 -3.8260  0.288
52 N -0.0580 1.9613 5.1226  -0.252
53 C 1.2429 1.5886 4.8986  0.395
54 N 1.6502 1.6813 3.5957  -0.195
55 O 1.9797 1.0214 5.7087  -0.689
56 H -0.3952 1.8409 6.0584  0.182
57 H -0.4957 2.5313 4.3990  0.197
58 H 1.1343 2.0931 2.8445  0.047
59 H 2.5419 1.2686 3.3827  0.294
60 N 2.6811 -0.8860 2.5774  -0.240
61 C 4.0430 -0.9134 2.5302  0.524
62 N 4.5904 -1.5344 1.4708  -0.243
63 O 4.7164 -0.3437 3.4097  -0.716
64 H 2.2448 -0.5995 3.4322  0.190
65 H 2.1349 -1.1126 1.7661  0.035
66 H 4.0501 -2.1194 0.8328  0.174
67 H 5.5693 -1.7550 1.4723  0.241
68 N -1.1248 -0.6671 -0.6228  -0.140
69 C 0.1712 -0.5046 -0.1788  0.186
70 N 0.3941 0.7202 0.4021  0.264
71 O 1.0960 -1.3278 -0.2227  0.202
72 H -1.6553 0.2178 -0.6727  0.026
73 H -1.1294 -1.2617 -1.4556  0.259
74 H -0.3726 1.2579 0.7493  -0.201
75 H 1.3570 0.9470 0.5644  0.224
76 N -0.5402 4.6460 0.8882  -0.247
77 C -0.7278 4.2793 2.1936  0.721
78 N -0.6281 5.3367 3.0774  -0.488
79 O -0.8343 3.1081 2.6038  -0.708
80 H -0.2754 5.5879 0.6959  0.189
81 H -0.6397 4.0071 0.1150  0.163
82 H -0.2320 6.1906 2.7441  0.178
83 H -0.5316 5.0781 4.0448  0.273
84 N -3.3406 1.9181 1.6727  -0.222
85 C -3.4930 1.9274 0.3133  0.499
86 N -4.7770 1.8208 -0.1131  -0.436
87 O -2.5484 1.9033 -0.5019  -0.610
88 H -4.1994 1.9053 2.1898  0.192
89 H -2.5421 2.3931 2.1005  0.093
90 H -4.9350 1.7731 -1.1041  0.245
91 H -5.5644 1.8583 0.5007  0.146
92 O 3.1216 -3.2183 -0.4865  -0.732
93 H 2.4036 -2.8153 0.0233  0.260
94 H 2.8693 -4.1458 -0.5627  0.315
95 O -0.5093 3.1272 -2.0783  -0.755
96 H -1.1435 2.6746 -1.5055  0.278
97 H -0.4754 2.5664 -2.8947  0.417
98 O -0.4685 -3.9100 0.3987  -0.807
99 H -0.2753 -3.1026 -0.0984  0.113
100 H -0.5411 -3.6075 1.3163  0.423



Q: What is the LUMO energy in the third record?
A: -0.03 eV